1.
Computed, not measured: a structure of composition C3H4HoLiO3, with ωB97M-V/def2-TZVPD.

Computed properties:
HOMO energy (spin up / spin down) in eV: -21.89 / -21.90
⟨S²⟩: 8.76
ΔE to the lowest compared entry with this formula, charge and spin in kcal/mol: 0.0
Multiplicity: 6
Maximum force in eV/Å: 5.68
Net charge: +3

Positions of all 12 atoms, in Å:
O (0.90534, -0.05528, -2.27583)
C (0.91998, 1.18704, -2.43526)
C (-0.17273, 1.98166, -2.00655)
H (0.62608, -0.59596, 2.56345)
H (1.72877, 1.65354, -3.01731)
H (-0.93716, 1.54152, -1.36526)
H (-0.20599, 3.03943, -2.26371)
Ho (0.30042, -1.75451, -0.86899)
O (-0.20303, -2.00492, 1.35354)
C (-0.03816, -1.49267, 2.49933)
O (-0.65617, -1.85625, 3.50548)
Li (-2.26735, -1.64360, 4.31111)

=====

2.
Computed, not measured: a structure of composition C2H4O2, with ωB97M-V/def2-TZVPD.

Computed properties:
HOMO energy in eV: -9.85
ΔE to the lowest compared entry with this formula, charge and spin in kcal/mol: 90.0
Maximum force in eV/Å: 1.70
Net charge: 0

Positions of all 8 atoms, in Å:
C (-0.97278, -0.22551, 0.05543)
O (0.29726, -0.63349, 0.50711)
C (1.67013, 0.39127, -0.05861)
O (1.54487, 1.53964, -0.13376)
H (-0.90305, 0.71177, -0.51651)
H (-1.62642, -0.03872, 0.91526)
H (-1.44535, -0.99011, -0.57293)
H (1.43539, -0.75601, -0.19471)

=====

3.
Computed, not measured: a cluster of 2 separate species, C2H6OSi in total, with ωB97M-V/def2-TZVPD.

Computed properties:
HOMO energy (spin up / spin down) in eV: -9.56 / -7.40
ΔE to the lowest compared entry with this formula, charge and spin in kcal/mol: 138.5
Maximum force in eV/Å: 2.75
Net charge: 0

Positions of all 10 atoms, in Å:
C (1.92344, -0.44759, -0.03745)
C (-1.65777, -0.23081, -0.24253)
O (1.08509, -1.05954, 0.97478)
Si (0.16141, 0.14552, 0.16162)
H (2.80387, 0.16197, 0.22876)
H (1.97333, -1.26939, -0.75129)
H (-1.91340, 0.31327, -1.26601)
H (-1.74278, -1.36067, -0.38027)
H (-2.41646, 0.18545, 0.57653)
H (-0.21674, 3.56179, 0.73587)

=====

4.
Computed, not measured: a structure of composition C22H57ClO5PdSbSi4Te, with ωB97M-V/def2-TZVPD.

Computed properties:
HOMO energy (spin up / spin down) in eV: -10.73 / -11.52
⟨S²⟩: 6.02
ΔE to the lowest compared entry with this formula, charge and spin in kcal/mol: 9.5
Multiplicity: 5
Maximum force in eV/Å: 0.47
Net charge: +1

Positions of all 92 atoms, in Å:
Pd (2.08553, 0.88457, 0.97655)
O (4.65543, -1.09219, 3.49751)
Cl (3.58129, -0.46464, 2.84248)
O (3.56888, 0.98076, 3.03027)
O (2.30172, -0.98887, 3.24758)
O (3.69730, -0.65874, 1.36609)
C (-4.02800, -0.10317, 2.13846)
Si (-3.06494, -1.59610, 2.71904)
C (-2.01794, -1.22251, 4.23023)
C (-4.19209, -3.06672, 3.04175)
Si (-1.62584, -2.36223, 0.98826)
Te (-0.17870, -0.34620, 0.42435)
Si (0.09508, -3.94510, 1.52886)
C (0.37853, -3.93041, 3.37815)
C (1.65255, -3.60838, 0.54849)
C (-0.70514, -5.57399, 1.02016)
Si (-2.59936, -2.73374, -1.16034)
C (-3.95324, -4.00907, -0.90501)
C (-1.28172, -3.38733, -2.32433)
C (-3.33955, -1.13746, -1.82852)
H (-4.67095, 0.24300, 2.95108)
H (-4.66335, -0.33483, 1.28271)
H (-3.37153, 0.72426, 1.86039)
H (-2.59239, -0.61060, 4.93023)
H (-1.09927, -0.68512, 3.99469)
H (-1.73740, -2.14309, 4.74244)
H (-4.97829, -2.77924, 3.74468)
H (-3.63691, -3.89219, 3.49035)
H (-4.67871, -3.43299, 2.13731)
H (0.76465, -2.97789, 3.73872)
H (1.11583, -4.70109, 3.61930)
H (-0.53892, -4.17302, 3.91724)
H (2.14443, -2.68531, 0.86269)
H (1.44873, -3.55617, -0.52299)
H (2.35636, -4.42792, 0.71261)
H (-1.69054, -5.70802, 1.46981)
H (-0.07331, -6.39579, 1.36739)
H (-0.80611, -5.66869, -0.06180)
H (-3.58608, -4.91440, -0.42026)
H (-4.36971, -4.29741, -1.87362)
H (-4.76780, -3.60080, -0.30513)
H (-0.98527, -4.40440, -2.06429)
H (-0.37999, -2.77288, -2.33840)
H (-1.68757, -3.40851, -3.33885)
H (-4.31824, -0.94844, -1.38431)
H (-3.48176, -1.23384, -2.90787)
H (-2.72113, -0.25476, -1.65471)
C (0.80403, -0.10528, -3.87778)
C (2.08933, 0.60261, -3.47202)
C (2.75068, 1.33152, -4.63502)
Sb (1.70982, 1.88633, -1.75545)
C (0.17683, 3.32383, -2.25239)
C (0.32997, 3.86432, -3.66774)
C (-1.20562, 2.72897, -2.00938)
C (3.53102, 2.94808, -1.34243)
C (3.72642, 4.18987, -2.20612)
C (4.70897, 1.98170, -1.40368)
H (1.00946, -0.83151, -4.66768)
H (0.06637, 0.60019, -4.26702)
H (0.34793, -0.64373, -3.04296)
H (2.78986, -0.12594, -3.05469)
H (2.07232, 2.04768, -5.09790)
H (3.03436, 0.60518, -5.40099)
H (3.65507, 1.86162, -4.33784)
H (0.35772, 4.11425, -1.51930)
H (0.08656, 3.09960, -4.40732)
H (1.33117, 4.23878, -3.87858)
H (-0.37209, 4.68889, -3.81404)
H (-1.41598, 1.91708, -2.71033)
H (-1.96903, 3.49534, -2.16423)
H (-1.30625, 2.35612, -0.99006)
H (3.38222, 3.26422, -0.30413)
H (3.86281, 3.93556, -3.25882)
H (4.62371, 4.72186, -1.88144)
H (2.88926, 4.88482, -2.12617)
H (4.88898, 1.62829, -2.42099)
H (4.57013, 1.11144, -0.75643)
H (5.61562, 2.49068, -1.07029)
C (-1.14206, 3.83136, 1.54026)
C (0.07758, 3.00333, 1.92235)
C (-0.23255, 2.11227, 3.12247)
C (1.27910, 3.90021, 2.21808)
O (0.41222, 2.18343, 0.80489)
H (-1.44672, 4.47956, 2.36269)
H (-1.98018, 3.17570, 1.29443)
H (-0.92406, 4.45870, 0.67428)
H (-0.45624, 2.70890, 4.00810)
H (0.61681, 1.46292, 3.35659)
H (-1.10787, 1.49644, 2.89960)
H (1.06248, 4.58519, 3.03873)
H (1.52993, 4.49403, 1.33626)
H (2.14535, 3.29724, 2.50506)

=====

5.
Computed, not measured: a cluster of 17 separate species, C55H154N24O21 in total, with ωB97M-V/def2-TZVPD.

Computed properties:
HOMO energy in eV: -8.37
Maximum force in eV/Å: 3.14
Net charge: 0

Positions of all 254 atoms, in Å:
C (5.67721, -8.67870, 0.55679)
C (5.95827, -7.39623, -0.18405)
C (5.45237, -6.10566, 0.45962)
O (5.97770, -5.01124, -0.30571)
C (5.02936, -3.98412, -0.45213)
N (7.37321, -7.32431, -0.50647)
H (5.98591, -8.55547, 1.60811)
H (6.16161, -9.62104, 0.31129)
H (4.61735, -8.87854, 0.73903)
H (5.48025, -7.43099, -1.17132)
H (5.66337, -6.01898, 1.53008)
H (4.35927, -6.09855, 0.39963)
H (5.30378, -3.19968, -1.14995)
H (4.88222, -3.53645, 0.54087)
H (4.02310, -4.32757, -0.71780)
H (7.60896, -6.41004, -0.86286)
H (7.93251, -7.56549, 0.30300)
C (5.17111, 5.04423, 0.84508)
C (6.20086, 3.97136, 0.46600)
C (7.52818, 3.99969, 1.32624)
O (7.27510, 3.50620, 2.62767)
C (8.46832, 3.43738, 3.34705)
N (5.52463, 2.70624, 0.61532)
H (4.56784, 4.77362, 1.71860)
H (4.44884, 5.16232, 0.04098)
H (5.63527, 5.93327, 1.27790)
H (6.48808, 4.13025, -0.57652)
H (7.90241, 5.02671, 1.26667)
H (8.24898, 3.33982, 0.83097)
H (9.27327, 2.89615, 2.84172)
H (8.18103, 3.14680, 4.36181)
H (8.91503, 4.41109, 3.61406)
H (6.06100, 1.85600, 0.55172)
H (4.81544, 2.64021, 1.32260)
C (5.22705, -3.44293, 2.97738)
C (5.53515, -2.87624, 4.39030)
C (5.36194, -1.34707, 4.44032)
O (6.27246, -0.68634, 3.59057)
C (6.15736, 0.71966, 3.54784)
N (4.72834, -3.54768, 5.42359)
H (4.22172, -3.84458, 2.85305)
H (5.96361, -4.22243, 2.78371)
H (5.41692, -2.59058, 2.32309)
H (6.57943, -3.15303, 4.56001)
H (5.69523, -1.10209, 5.46066)
H (4.33985, -0.98350, 4.31417)
H (5.95239, 1.28799, 4.45940)
H (5.34586, 1.00551, 2.86709)
H (7.10247, 0.96455, 3.06856)
H (4.65767, -4.51760, 5.11352)
H (5.38490, -3.71976, 6.18465)
C (8.11676, -2.42966, -1.96543)
C (7.97033, -3.30285, -3.22544)
C (9.10645, -4.33119, -3.33625)
O (10.40598, -3.79680, -3.24635)
C (10.76838, -3.02073, -4.37830)
N (6.73433, -4.10474, -3.26851)
H (9.16180, -2.21683, -1.74728)
H (7.74936, -3.07713, -1.16377)
H (7.46838, -1.55891, -2.05896)
H (8.01650, -2.73822, -4.16258)
H (8.98958, -4.89287, -4.26675)
H (8.99227, -4.95630, -2.44388)
H (11.82715, -2.77490, -4.33224)
H (10.20103, -2.08844, -4.30734)
H (10.56129, -3.52105, -5.32766)
H (5.97137, -3.44609, -3.12276)
H (6.79201, -4.55178, -2.35090)
C (-5.11141, 0.34814, -9.78331)
C (-4.37441, -0.76360, -9.04293)
C (-3.18744, -0.27253, -8.23581)
O (-3.59169, 0.74793, -7.36253)
C (-2.65627, 0.85394, -6.26206)
N (-5.36062, -1.40122, -8.14765)
H (-6.10768, 0.02064, -10.08080)
H (-4.58527, 0.65231, -10.68745)
H (-5.31307, 1.13049, -9.04924)
H (-4.04343, -1.48208, -9.79516)
H (-2.38084, 0.15715, -8.84721)
H (-2.79622, -1.14433, -7.69709)
H (-1.77189, 1.23654, -6.78401)
H (-2.46688, -0.04271, -5.67541)
H (-2.86184, 1.69093, -5.59399)
H (-5.01318, -2.32780, -7.92649)
H (-5.46021, -0.88760, -7.28162)
C (0.74958, -0.73873, -3.88415)
C (1.93359, -1.24155, -3.08258)
C (1.81288, -2.69657, -2.57571)
O (0.47094, -2.91925, -2.22984)
C (0.11270, -4.27104, -1.99408)
N (3.20920, -0.98676, -3.78847)
H (1.01335, 0.24124, -4.29754)
H (-0.21419, -0.82547, -3.39271)
H (0.72452, -1.22701, -4.87053)
H (1.88514, -0.70542, -2.12334)
H (2.53783, -2.88977, -1.77547)
H (2.18485, -3.29793, -3.41852)
H (0.26697, -4.59344, -0.96350)
H (0.59609, -4.90385, -2.74388)
H (-0.94654, -4.27734, -2.26020)
H (3.83360, -0.70769, -3.03644)
H (3.05330, -0.12501, -4.30161)
C (-4.28617, -2.08236, 1.72563)
O (-4.13023, -2.51754, 3.06461)
C (-5.17916, -2.06545, 3.89916)
C (-4.66274, -2.04714, 5.31682)
N (-5.55150, -2.77104, 6.23513)
C (-5.22040, -2.61364, 7.65573)
C (-5.46964, -1.22050, 8.21426)
O (-4.42535, -0.63553, 8.99925)
C (-3.25112, -0.34811, 8.23473)
H (-4.17706, -1.00462, 1.58983)
H (-5.25924, -2.42686, 1.36249)
H (-3.56125, -2.59032, 1.08878)
H (-6.13480, -2.55680, 3.70313)
H (-5.39630, -1.00210, 3.72810)
H (-4.60825, -1.01401, 5.67258)
H (-3.63002, -2.35733, 5.52694)
H (-5.47211, -3.76847, 6.07406)
H (-4.16261, -2.88766, 7.80881)
H (-5.70201, -3.39710, 8.24158)
H (-6.25753, -1.28506, 8.96965)
H (-5.91811, -0.54188, 7.48268)
H (-2.96197, 0.66232, 8.53617)
H (-3.31895, -0.45671, 7.15420)
H (-2.46297, -1.00070, 8.62153)
C (-3.59416, 8.33800, 3.87006)
O (-2.66676, 7.81327, 2.96244)
C (-1.37326, 8.30084, 3.13101)
C (-0.51321, 8.10853, 1.91578)
N (-0.08371, 6.71978, 1.73112)
C (0.71426, 6.55962, 0.52308)
C (0.90814, 5.13006, 0.05962)
O (1.83344, 4.54086, 0.94922)
C (1.80001, 3.14199, 0.98942)
H (-3.63217, 9.43374, 3.84290)
H (-3.37805, 8.07839, 4.91123)
H (-4.59525, 8.00739, 3.59772)
H (-0.82420, 7.96180, 4.02194)
H (-1.37510, 9.38891, 3.29328)
H (0.39175, 8.73133, 1.86089)
H (-1.09162, 8.51991, 1.08031)
H (0.41483, 6.48901, 2.58250)
H (1.69247, 7.02887, 0.69392)
H (0.21055, 7.13656, -0.25557)
H (1.20251, 5.08053, -0.99606)
H (-0.04196, 4.58233, 0.03641)
H (2.58948, 2.65312, 0.40964)
H (0.79595, 2.73073, 0.85966)
H (2.04906, 2.84395, 2.01923)
C (-10.21167, 2.06899, -2.19458)
O (-10.91781, 1.24482, -1.31993)
C (-11.69064, 0.24374, -1.91941)
C (-10.89969, -0.97450, -2.42406)
N (-10.48214, -1.92282, -1.39956)
C (-9.91701, -3.18029, -1.94495)
C (-8.49490, -2.95297, -2.48743)
O (-7.73197, -2.40001, -1.41928)
C (-6.31705, -2.44619, -1.53690)
H (-9.51677, 1.61510, -2.90887)
H (-9.60050, 2.75457, -1.60884)
H (-10.90963, 2.66006, -2.80585)
H (-12.19884, 0.64374, -2.80782)
H (-12.39608, -0.04170, -1.13749)
H (-10.03258, -0.50749, -2.91879)
H (-11.39002, -1.47242, -3.26457)
H (-9.63090, -1.54358, -0.98506)
H (-10.57455, -3.42136, -2.78400)
H (-9.97014, -3.88603, -1.11869)
H (-8.45935, -2.23250, -3.31141)
H (-8.04365, -3.85898, -2.90670)
H (-5.94395, -3.46662, -1.68608)
H (-5.96222, -2.18192, -0.54561)
H (-5.90529, -1.84724, -2.34617)
C (4.53436, -0.38984, 0.14895)
O (3.17215, 0.01481, 0.20191)
C (2.31896, -0.94276, 0.80773)
C (1.19840, -0.19041, 1.49927)
N (0.07018, 0.38859, 0.74143)
C (-0.51250, -0.51764, -0.20608)
C (-1.92730, -0.07463, -0.64451)
O (-2.17939, -0.93179, -1.75694)
C (-3.18270, -0.41882, -2.60938)
H (4.83450, -0.69924, 1.15592)
H (5.13167, 0.49147, -0.07953)
H (4.79091, -1.18988, -0.54530)
H (2.81022, -1.54600, 1.58396)
H (2.08833, -1.76204, 0.11755)
H (1.69236, 0.64193, 2.00873)
H (0.71807, -0.74647, 2.31342)
H (-0.53323, 0.69005, 1.48870)
H (-0.70739, -1.53028, 0.17576)
H (0.05959, -0.62111, -1.12583)
H (-1.97811, 1.01532, -0.78716)
H (-2.84785, -0.29763, -0.08812)
H (-3.45731, -1.00460, -3.48690)
H (-2.96728, 0.62655, -2.84072)
H (-4.16962, -0.38327, -2.12400)
C (-6.24621, 0.78889, -3.89763)
O (-5.57694, 1.73370, -3.43281)
N (-5.84210, 0.10528, -5.00306)
N (-7.15311, 0.12450, -3.15068)
H (-6.46036, -0.61506, -5.32419)
H (-5.14318, 0.59187, -5.54813)
H (-7.30815, -0.84804, -3.31038)
H (-7.41681, 0.49329, -2.21805)
C (-6.33801, 1.58087, -0.08121)
O (-7.34080, 1.13283, -0.66998)
N (-6.33172, 1.72739, 1.26029)
N (-5.24626, 1.95468, -0.76654)
H (-7.20797, 1.67612, 1.74576)
H (-5.58398, 2.27601, 1.66373)
H (-5.35251, 2.06901, -1.79148)
H (-4.53762, 2.53628, -0.34856)
C (-1.42547, 1.29502, 4.49966)
O (-1.10755, 1.14806, 3.32571)
N (-0.56754, 1.34235, 5.58062)
N (-2.70879, 1.58257, 4.85679)
H (-0.92964, 1.92242, 6.31094)
H (0.40811, 1.12688, 5.51536)
H (-3.23933, 1.93319, 4.07257)
H (-2.80678, 1.90245, 5.80123)
C (-3.32817, 4.07362, 2.22105)
O (-3.96590, 3.02615, 2.39769)
N (-3.90057, 5.29073, 2.08464)
N (-1.97034, 4.09929, 2.12541)
H (-4.89504, 5.35296, 2.21154)
H (-3.31340, 6.10669, 2.15075)
H (-1.50320, 3.22850, 1.92888)
H (-1.47002, 4.97402, 2.03240)
C (1.42579, 2.52580, -2.62271)
O (1.43312, 3.01725, -3.74472)
N (0.29476, 2.46374, -1.87089)
N (2.50296, 2.11163, -1.87405)
H (0.11078, 1.77351, -1.15617)
H (-0.48281, 2.90055, -2.34179)
H (3.42200, 2.04649, -2.28293)
H (2.47391, 1.84354, -0.90565)
C (0.95585, -2.73518, 4.01835)
O (0.88718, -3.74185, 3.34382)
N (-0.15695, -2.00770, 4.44813)
N (2.12013, -2.20597, 4.50846)
H (-0.99029, -2.40907, 4.04619)
H (-0.07720, -1.15182, 4.95189)
H (2.10245, -1.30080, 4.92967)
H (2.93915, -2.79644, 4.52989)
C (5.39833, 2.67633, -3.23424)
O (5.21206, 1.47004, -3.34192)
N (5.85121, 3.32975, -2.12207)
N (5.23532, 3.51282, -4.30256)
H (5.82409, 4.32741, -2.04041)
H (5.98194, 2.79870, -1.27709)
H (5.15239, 3.10624, -5.21376)
H (5.09139, 4.48066, -4.08843)

=====

6.
Computed, not measured: an isolated molecule of C2H3NOS2, with ωB97M-V/def2-TZVPD.

Computed properties:
HOMO energy in eV: -9.11
ΔE to the lowest compared entry with this formula, charge and spin in kcal/mol: 81.5
Structure (SMILES): S=CNOC=S
Maximum force in eV/Å: 3.20
Net charge: 0

Positions of all 9 atoms, in Å:
C (-1.45816, 0.85881, -0.10259)
C (1.42952, -0.91907, 0.10417)
H (-1.63526, 1.87864, -0.52557)
H (0.34980, 1.41346, 0.20623)
H (1.56782, -2.05804, -0.02026)
N (-0.21308, 0.71929, 0.67519)
O (0.17047, -0.58326, 0.35948)
S (-2.51507, -0.32538, -0.20029)
S (2.51615, 0.24779, -0.25421)